DFT (ωB97M-V with the def2-TZVPD basis set) results for a cluster of 2 separate species, C26H22N2O2 in total at a distorted geometry.

The geometry in ORCA input format:
```
! RIJCOSX wB97M-V def2-TZVPD def2/J DEFGRID3
* xyz 0 1
C 4.375 -0.709 4.505
C 5.190 -0.182 3.489
C 4.808 -0.262 2.150
C 3.688 -1.028 1.764
C 3.270 -1.121 0.357
C 3.475 -0.049 -0.539
C 3.206 -0.062 -1.899
C 3.471 1.009 -2.798
C 3.186 0.869 -4.185
C 3.477 1.895 -5.080
C 3.993 3.122 -4.621
C 4.269 3.270 -3.250
C 4.016 2.235 -2.355
C 2.691 -2.378 -0.111
C 1.650 -2.406 -1.060
C 1.171 -3.612 -1.551
C 1.704 -4.832 -1.123
C 2.757 -4.818 -0.189
C 3.183 -3.619 0.367
C 2.967 -1.691 2.787
C 3.239 -1.442 4.131
H 4.627 -0.573 5.562
H 6.133 0.290 3.745
H 5.406 0.210 1.366
H 3.929 0.852 -0.111
H 2.807 -0.941 -2.385
H 2.727 -0.062 -4.507
H 3.291 1.748 -6.140
H 4.166 3.951 -5.311
H 4.671 4.204 -2.861
H 4.213 2.379 -1.292
H 1.169 -1.479 -1.386
H 0.345 -3.566 -2.253
H 1.286 -5.771 -1.501
H 3.227 -5.752 0.125
H 3.920 -3.616 1.175
H 2.174 -2.393 2.517
H 2.583 -1.855 4.899
C -3.496 -1.878 -3.405
N -2.719 -0.784 -2.816
C -1.365 -1.057 -2.491
O -1.028 -2.240 -2.688
N -0.577 -0.076 -2.031
C -1.038 1.181 -1.788
O -0.287 2.113 -1.421
C -2.477 1.382 -1.985
C -3.253 0.417 -2.513
H -4.542 -1.578 -3.506
H -3.116 -2.161 -4.393
H -3.442 -2.798 -2.819
H -2.926 2.342 -1.751
H -4.320 0.559 -2.715
*
```

For the relative energy (zero: lowest compared OMol25 entry of this formula, charge and spin), the calculation gives 395.86 kJ/mol. The calculation puts the HOMO energy at -7.01 eV.

Calculated atomic charges, method Löwdin, unit e: -0.056, -0.068, -0.016, -0.168, -0.035, 0.016, 0.068, -0.192, 0.011, -0.058, -0.043, -0.058, 0.000, -0.174, -0.014, -0.042, -0.041, -0.072, -0.035, -0.011, -0.060, 0.112, 0.105, 0.117, 0.106, 0.117, 0.124, 0.108, 0.112, 0.108, 0.110, 0.085, 0.081, 0.111, 0.105, 0.118, 0.126, 0.111, -0.043, -0.073, -0.514, -0.049, 0.149, -0.549, -0.064, -0.025, -0.103, 0.079, 0.086, 0.082, 0.094, 0.121

=====

DFT (ωB97M-V with the def2-TZVPD basis set) results for a structure of composition C7H5Br3O2 at a distorted geometry.

The geometry in ORCA input format:
```
! RIJCOSX wB97M-V def2-TZVPD def2/J DEFGRID3
* xyz 0 1
C 0.909 1.386 0.251
C 0.712 0.035 0.088
C -0.232 2.248 0.163
C -1.670 0.291 -0.101
C -0.615 -0.559 -0.026
C -1.508 1.678 0.088
C -3.959 -1.182 -0.157
O -0.572 -1.877 0.006
O -3.414 -2.150 -0.940
Br -3.089 2.835 0.023
Br -4.126 -1.605 1.636
Br -5.222 -0.185 -1.053
H 1.785 1.916 0.377
H 1.546 -0.781 0.127
H 0.064 3.328 0.290
H 0.210 -2.325 0.346
H -3.137 -2.946 -0.488
*
```

For the relative energy (zero: lowest compared OMol25 entry of this formula, charge and spin), the calculation gives 131.62 kJ/mol. The calculation puts the HOMO energy (spin up / spin down) at -7.87 / -8.65 eV.

Calculated atomic charges, method Löwdin, unit e: -0.089, -0.023, -0.138, 0.013, -0.366, -0.637, -1.334, 0.039, -0.143, 0.638, 0.756, 0.753, 0.075, 0.140, 0.118, 0.116, 0.083

=====

DFT (ωB97M-V with the def2-TZVPD basis set) results for an isolated molecule of C6H10S at a distorted geometry.

The geometry in ORCA input format:
```
! RIJCOSX wB97M-V def2-TZVPD def2/J DEFGRID3
* xyz 0 1
C -1.519 0.746 -2.691
C -0.460 0.672 -1.365
C -1.047 0.394 -0.031
C -0.397 -0.084 0.990
C -0.981 -0.347 2.372
C 0.903 -0.287 1.119
S 1.937 -0.591 -0.013
H -2.375 1.708 -2.798
H -2.288 0.002 -2.768
H -1.078 0.462 -3.831
H 0.229 1.507 -1.311
H 0.260 -0.126 -1.762
H -2.082 0.496 0.097
H -1.124 -1.360 2.800
H -1.869 0.110 1.993
H -0.679 0.330 3.133
H 1.019 -0.237 2.302
*
```

For the relative energy (zero: lowest compared OMol25 entry of this formula, charge and spin), the calculation gives 503.41 kJ/mol. The calculation puts the HOMO energy at -8.35 eV.

Calculated atomic charges, method Löwdin, unit e: -0.123, -0.232, -0.057, -0.459, -0.058, -0.708, 0.808, 0.116, -0.008, 0.109, 0.095, 0.057, 0.105, 0.108, 0.056, 0.073, 0.118

=====

DFT (ωB97M-V with the def2-TZVPD basis set) results for a structure of composition C6H13O7Tl at a distorted geometry.

The geometry in ORCA input format:
```
! RIJCOSX wB97M-V def2-TZVPD def2/J DEFGRID3
* xyz 2 1
Tl -1.022 2.668 1.375
O -2.719 2.186 3.392
H -2.582 1.589 4.164
C -2.145 -1.711 -0.838
O -1.608 -2.241 0.379
C -1.249 -1.400 1.299
O -1.363 -0.172 1.296
O -0.657 -2.103 2.258
C -0.338 -1.488 3.497
H -1.705 -0.782 -1.200
H -3.218 -1.513 -0.797
H -2.088 -2.444 -1.640
H -0.543 -0.416 3.488
H 0.706 -1.693 3.721
H -1.016 -1.851 4.273
C 2.691 2.631 -2.916
O 1.381 2.468 -2.321
C 0.996 1.371 -1.722
O -0.019 1.349 -1.024
O 1.731 0.339 -2.032
C 1.493 -0.952 -1.465
H 2.545 3.010 -3.928
H 3.284 1.725 -2.999
H 3.217 3.415 -2.378
H 0.715 -1.504 -1.993
H 1.118 -0.922 -0.440
H 2.394 -1.557 -1.452
*
```

For the relative energy (zero: lowest compared OMol25 entry of this formula, charge and spin), the calculation gives 5.26 kJ/mol. The calculation puts the HOMO energy at -17.88 eV.

Calculated atomic charges, method Löwdin, unit e: 1.436, -0.037, 0.071, 0.000, 0.091, -0.564, -0.002, 0.064, 0.001, 0.081, 0.117, 0.115, 0.071, 0.118, 0.117, 0.038, 0.065, -0.569, 0.043, 0.063, 0.023, 0.119, 0.107, 0.111, 0.109, 0.092, 0.119

=====

DFT (ωB97M-V with the def2-TZVPD basis set) results for a cluster of 2 separate species, C12H25O4S in total at a distorted geometry.

The geometry in ORCA input format:
```
! RIJCOSX wB97M-V def2-TZVPD def2/J DEFGRID3
* xyz -1 1
C 1.365 0.933 1.955
C 0.497 -0.296 1.519
O 1.263 -1.397 1.091
C 1.032 -2.551 1.897
C -0.436 -3.088 1.854
C -1.194 -2.827 3.215
C -2.691 -2.460 2.937
C -2.911 -1.182 2.065
C -4.266 -1.206 1.233
S -3.960 -2.150 -0.328
H 2.063 1.211 1.152
H 0.660 1.764 2.147
H 1.875 0.735 2.910
H -0.190 -0.501 2.354
H -0.109 0.037 0.651
H 1.662 -3.350 1.453
H 1.395 -2.441 2.937
H -0.360 -4.192 1.767
H -0.988 -2.731 0.954
H -0.727 -1.946 3.735
H -3.134 -2.255 3.935
H -3.201 -3.356 2.530
H -2.100 -1.035 1.340
H -3.015 -0.331 2.766
H -4.512 -0.153 1.013
H -5.045 -1.686 1.840
H -2.616 -1.954 -0.546
C 1.373 0.486 -2.453
C 2.423 1.458 -1.967
O 2.988 2.216 -3.051
C 2.230 3.203 -3.516
O 1.148 3.525 -3.110
O 2.883 3.780 -4.532
C 2.135 4.803 -5.184
H 1.778 -0.155 -3.238
H 1.023 -0.138 -1.630
H 0.512 1.004 -2.878
H 3.245 0.903 -1.518
H 2.025 2.127 -1.202
H 1.782 5.549 -4.474
H 1.295 4.366 -5.725
H 2.800 5.285 -5.898
*
```

The calculation puts the HOMO energy at -1.25 eV.

Calculated atomic charges, method Löwdin, unit e: -0.072, -0.303, -0.178, -0.246, -0.279, -0.300, -0.330, -0.307, -0.549, 0.612, 0.047, 0.070, 0.068, 0.088, 0.105, 0.101, 0.110, 0.071, 0.068, -0.004, 0.072, 0.077, 0.037, 0.097, 0.046, 0.060, -0.153, -0.054, -0.207, 0.038, -0.618, 0.128, 0.000, -0.053, 0.082, 0.073, 0.077, 0.125, 0.116, 0.094, 0.098, 0.089

=====

DFT (ωB97M-V with the def2-TZVPD basis set) results for a structure of composition C4H8O.

The geometry in ORCA input format:
```
! RIJCOSX wB97M-V def2-TZVPD def2/J DEFGRID3
* xyz 0 1
C 1.455 -0.175 0.296
C 0.319 0.223 -0.713
C -0.978 -0.582 -0.493
C -1.137 0.498 0.581
O -0.378 1.403 -0.244
H 2.188 0.632 0.378
H 1.155 -0.373 1.339
H 1.955 -1.094 -0.018
H 0.711 0.365 -1.731
H -1.726 -0.428 -1.281
H -0.892 -1.643 -0.245
H -0.484 0.239 1.413
H -2.089 0.875 0.955
*
```

For the relative energy (zero: lowest compared OMol25 entry of this formula, charge and spin), the calculation gives 160.37 kJ/mol. The calculation puts the HOMO energy at -9.60 eV.

Calculated atomic charges, method Löwdin, unit e: -0.050, -0.344, -0.087, -0.202, -0.102, 0.080, 0.070, 0.076, 0.140, 0.112, 0.107, 0.081, 0.119